Entry 1:
The following is a quantum chemistry calculation of C37H55N2O3PtSSbSe2Si3 as an isolated structure, from the OMol25 dataset.

Last column: Löwdin charge in e.
Atoms and positions in Å:
Pt: -0.1155 0.0641 2.1738  0.463
O: -0.7507 -0.6972 8.0266  -0.067
C: -0.7478 -1.9470 7.3328  -0.246
C: -0.5807 -1.7516 5.8184  -0.574
C: -0.8072 -3.1739 5.2586  -0.274
O: -0.2713 -3.4600 3.9947  -0.131
C: 0.8084 -1.1551 5.5832  -0.526
Se: 1.5643 -0.7310 3.8003  0.571
C: -1.6741 -0.7879 5.3482  -0.551
Se: -2.1283 -0.7925 3.4387  0.582
H: -0.9285 -0.8770 8.9525  0.073
H: -1.6978 -2.4710 7.5155  0.120
H: 0.0719 -2.5779 7.7023  0.116
H: -1.8969 -3.3428 5.2685  0.113
H: -0.3569 -3.9065 5.9406  0.116
H: -0.6320 -2.7854 3.3901  -0.024
H: 1.5597 -1.8307 6.0063  0.048
H: 0.8502 -0.2298 6.1590  0.045
H: -1.4124 0.2288 5.6379  0.052
H: -2.6138 -1.0412 5.8502  0.050
C: 2.1337 2.8450 -1.7394  -0.323
Sb: 0.7042 1.3354 -1.0346  1.482
C: 1.2270 1.3611 1.0973  -0.649
C: 2.6951 1.1902 1.2906  -0.454
C: 3.5926 2.2795 1.2769  -0.067
C: 4.9315 2.0864 1.5485  -0.095
C: 5.3940 0.8013 1.8030  -0.102
C: 4.4655 -0.2227 1.7317  -0.199
N: 3.1771 -0.0471 1.4740  0.023
Si: 0.4474 2.9042 1.9082  0.368
C: 0.7273 2.8977 3.7709  -0.203
C: 1.1429 4.6391 1.4491  -0.210
C: -1.3834 3.1699 1.5444  -0.209
C: 1.4919 -0.2140 -2.6091  -0.517
C: 1.2042 -1.4586 -1.8275  -0.437
C: 1.1279 -2.7606 -2.3363  -0.066
C: 0.8784 -3.8066 -1.4642  -0.077
C: 0.7177 -3.5490 -0.1090  -0.050
C: 0.7861 -2.2322 0.3172  -0.124
N: 1.0059 -1.2307 -0.5278  0.036
Si: 3.2933 -0.2178 -3.1190  0.445
C: 4.4571 -0.0836 -1.6697  -0.163
C: 3.8140 -1.8510 -3.9344  -0.182
C: 3.7203 1.0914 -4.4105  -0.179
Si: 0.2519 0.0075 -4.0101  0.409
C: 0.6454 -1.0141 -5.5597  -0.185
C: -1.4551 -0.5124 -3.4411  -0.163
C: 0.1536 1.7860 -4.6214  -0.191
H: 1.9458 3.7768 -1.2125  -0.031
H: 1.9679 3.0110 -2.8033  -0.032
H: 3.1737 2.5620 -1.5758  -0.020
H: 3.2227 3.2694 1.0637  0.071
H: 5.6109 2.9326 1.5607  0.094
H: 6.4325 0.5993 2.0333  0.082
H: 4.7674 -1.2532 1.9053  0.104
H: 1.7647 2.6421 4.0024  0.020
H: 0.1009 2.1479 4.2545  -0.003
H: 0.5037 3.8850 4.1919  0.020
H: 2.1495 4.8109 1.8367  0.010
H: 0.4881 5.3780 1.9228  0.014
H: 1.1446 4.8532 0.3800  0.000
H: -1.9968 2.4132 2.0311  0.005
H: -1.5995 3.1265 0.4732  0.006
H: -1.6710 4.1613 1.9121  0.019
H: 1.2710 -2.9444 -3.3922  0.089
H: 0.8147 -4.8210 -1.8428  0.096
H: 0.5349 -4.3393 0.6065  0.100
H: 0.6677 -1.9514 1.3606  0.024
H: 4.1842 -0.8293 -0.9203  0.031
H: 4.4380 0.8847 -1.1704  0.013
H: 5.4830 -0.2863 -1.9920  0.034
H: 3.7552 -2.6762 -3.2223  0.025
H: 4.8572 -1.7591 -4.2533  0.024
H: 3.2172 -2.1176 -4.8085  0.010
H: 3.4756 2.1012 -4.0856  0.007
H: 3.2087 0.9031 -5.3578  0.015
H: 4.7970 1.0515 -4.6016  0.026
H: 0.4805 -2.0814 -5.3957  0.020
H: 1.6730 -0.8783 -5.9009  0.003
H: -0.0198 -0.6996 -6.3698  0.023
H: -1.4288 -1.4871 -2.9478  0.040
H: -2.1532 -0.5778 -4.2805  0.043
H: -1.8535 0.2008 -2.7160  0.008
H: 1.1054 2.1434 -5.0183  0.013
H: -0.1611 2.4596 -3.8227  0.008
H: -0.5910 1.8425 -5.4210  0.027
C: -8.1630 -0.9558 -1.7713  -0.053
C: -8.1710 -1.0501 -3.2759  -0.751
O: -9.1106 -1.4703 -3.9058  -0.028
S: -6.7573 -0.4058 -4.1704  0.991
C: -5.4854 -0.2904 -2.9405  -0.591
C: -5.0955 0.9561 -2.4590  -0.113
C: -4.0976 1.0584 -1.5066  -0.033
C: -3.4571 -0.0838 -0.9964  -0.278
C: -3.8653 -1.3351 -1.4976  -0.046
C: -4.8471 -1.4349 -2.4622  -0.125
C: -2.4269 0.0203 -0.0350  -0.164
C: -1.4942 0.1127 0.7502  -0.400
H: -9.0576 -1.4416 -1.3881  0.079
H: -8.1591 0.0984 -1.4896  0.090
H: -7.2720 -1.4058 -1.3397  0.072
H: -5.5881 1.8471 -2.8302  0.097
H: -3.7953 2.0279 -1.1321  0.114
H: -3.3767 -2.2230 -1.1181  0.121
H: -5.1290 -2.4068 -2.8513  0.106

Forces on atoms 1 to 6 (eV/Å):
-0.9 0.2 0.2
0.0 0.0 0.0
0.0 0.0 0.0
-0.1 0.0 0.0
0.0 0.0 0.0
-0.1 -0.1 0.0

Its charge is -2. The value obtained for the total energy is -223332.738 eV. As for the HOMO energy: -1.2 eV. The energy above the lowest of the compared OMol25 structures with the same formula, charge and spin is 6.3 kcal/mol.

***

Entry 2:
The following is a quantum chemistry calculation of a 3-piece molecular cluster, C3H10NO3S overall, from the OMol25 dataset.

Last column: natural (NBO) charge in e.
Atoms and positions in Å:
O: -0.4331 -0.3273 -0.7920  -0.649
C: 0.6283 -0.7636 -0.4073  0.425
C: 0.7278 -1.9301 0.5146  -0.165
C: 0.3234 -1.3892 1.9541  -0.485
S: 1.1008 0.3996 1.9016  -0.619
N: -0.4108 -2.9116 0.0502  -0.847
H: 1.4878 -0.6107 -1.0775  0.097
H: 1.7589 -2.4042 0.4464  0.198
H: -0.8168 -1.3133 2.0969  0.183
H: 0.5558 -1.9630 2.7837  0.180
H: -1.1572 -2.4581 -0.2707  0.353
H: -0.6486 -3.3942 0.8543  0.335
H: -2.5201 3.0932 -2.0878  0.473
H: -3.5473 2.4561 -1.4317  0.466
O: -3.4938 3.2122 -2.0997  -0.939
H: 0.7700 1.4066 -1.7751  0.502
H: 1.9545 2.3514 -2.0439  0.452
O: 1.0956 2.2802 -2.1883  -0.959

Forces on atoms 1 to 6 (eV/Å):
-1.0 0.6 -0.3
0.5 -0.2 -1.0
-2.5 -1.4 1.8
-0.9 2.7 -2.5
-0.3 -1.7 0.2
6.4 -1.2 0.2

Its charge is -1. The value obtained for the total energy is -21740.197 eV. As for the HOMO energy: -3.3 eV. The energy above the lowest of the compared OMol25 structures with the same formula, charge and spin is 76.9 kcal/mol.

***

Entry 3:
The following is a quantum chemistry calculation of an isolated ion of composition C6H9INO and charge +1, from the OMol25 dataset.

Last column: natural (NBO) charge in e.
Atoms and positions in Å:
C: -0.4227 -0.0264 -0.2461  -0.273
C: 0.4738 -1.2427 2.4212  0.289
C: 1.1123 -1.6295 1.0886  -0.505
C: 1.0245 -0.4503 0.1941  -0.414
C: -1.1799 -0.2385 1.1810  0.781
C: -0.5261 1.4010 -0.6438  -0.631
N: -0.6518 -0.6432 2.3674  -0.603
O: -2.4396 -0.2105 1.0581  -0.554
I: 1.3220 -1.6150 4.2681  0.388
H: 2.0848 -2.1384 1.1324  0.274
H: 0.2874 -2.2740 0.7019  0.244
H: 1.5179 0.4449 0.6118  0.224
H: 1.6514 -0.7066 -0.6022  0.252
H: -0.8624 -0.6580 -0.9970  0.262
H: -1.6060 1.7725 -0.7198  0.246
H: -0.0189 1.5954 -1.6964  0.264
H: -0.1062 1.9789 0.2379  0.220
H: -2.9219 -0.2119 1.9309  0.536

Forces on atoms 1 to 6 (eV/Å):
1.1 -0.9 3.6
1.5 -0.4 -0.7
-1.7 -1.2 1.5
-0.1 2.1 -0.6
1.4 -1.7 -1.5
-0.4 2.4 -0.8

Its charge is +1. The value obtained for the total energy is -17997.810 eV. As for the SMILES: C[C@H]1CCC(I)=[N+]=C1O. As for the HOMO energy: -14.0 eV. The energy above the lowest of the compared OMol25 structures with the same formula, charge and spin is 0.0 kcal/mol.

***

Entry 4:
The following is a quantum chemistry calculation of a 14-piece molecular cluster, C42H90Cl9N6O20P5 overall, from the OMol25 dataset.

Last column: Löwdin charge in e.
Atoms and positions in Å:
C: 2.2121 -6.5649 0.8595  -0.122
C: 1.1482 -5.5546 0.6177  -0.283
C: 1.3849 -4.1367 1.1428  -0.194
C: 2.5895 -3.5997 0.4313  -0.234
N: 3.4382 -3.1534 -0.2181  0.140
H: 1.7671 -7.5110 1.1986  0.076
H: 2.9402 -6.1742 1.6105  0.089
H: 2.8587 -6.7179 -0.0360  0.086
H: 0.3102 -5.9308 1.2444  0.109
H: 0.8538 -5.4466 -0.4778  0.126
H: 1.6623 -4.1074 2.1928  0.088
H: 0.5547 -3.4209 0.9800  0.076
C: -2.6966 1.1553 -6.3757  -0.087
C: -1.9853 1.5523 -5.1110  -0.262
C: -1.2454 2.8791 -5.0504  -0.171
C: -0.8419 3.3381 -6.3664  -0.283
N: -0.4287 3.7153 -7.3676  0.161
H: -2.0413 0.8409 -7.2115  0.091
H: -3.3079 1.9947 -6.7039  0.086
H: -3.2574 0.2796 -6.1900  0.045
H: -1.2774 0.7973 -4.8848  0.044
H: -2.6702 1.5526 -4.2622  0.072
H: -0.4370 2.8462 -4.3913  0.068
H: -1.8895 3.7052 -4.7736  0.121
C: 4.3493 4.9418 0.9459  -0.073
C: 2.8982 4.3672 0.9610  -0.247
C: 2.3828 3.3763 -0.0840  -0.183
C: 3.1424 2.1711 -0.0031  -0.248
N: 3.8161 1.2485 0.0384  0.199
H: 5.0379 4.1696 1.0364  0.030
H: 4.3780 5.6775 1.7610  0.078
H: 4.5492 5.4404 -0.0509  0.092
H: 2.1994 5.2401 0.9562  0.114
H: 2.7213 3.9098 1.9215  0.092
H: 2.4452 3.8358 -1.0917  0.096
H: 1.3101 3.1077 0.0569  0.115
C: -4.6087 2.1517 -1.3188  -0.129
C: -4.6856 1.1581 -2.4315  -0.286
C: -5.1938 1.5846 -3.8035  -0.190
C: -6.6373 1.9945 -3.9202  -0.217
N: -7.7021 2.3737 -3.8768  0.135
H: -5.5381 2.8154 -1.0782  0.114
H: -3.8942 3.0098 -1.4005  0.074
H: -4.3513 1.5735 -0.4402  0.033
H: -5.3662 0.3612 -2.0049  0.126
H: -3.6757 0.7175 -2.6149  0.094
H: -5.0424 0.7649 -4.5565  0.117
H: -4.5610 2.3995 -4.2107  0.110
C: 0.7518 -0.2920 7.7504  -0.087
C: -0.3672 -0.0845 6.7380  -0.266
C: 0.2173 0.4486 5.4159  -0.168
C: 0.6007 1.9050 5.5818  -0.218
N: 0.9476 2.9825 5.7685  0.147
H: 0.3938 -0.4688 8.7316  0.064
H: 1.4204 0.5430 7.7155  0.067
H: 1.3276 -1.1761 7.4704  0.050
H: -1.1183 0.6602 7.0077  0.112
H: -0.8845 -0.9828 6.5610  0.021
H: -0.5675 0.3920 4.6464  0.094
H: 1.1437 -0.0525 5.1333  0.096
C: -2.4243 3.8261 1.2289  -0.112
C: -1.3239 3.4264 2.1972  -0.255
C: -1.7276 3.7418 3.6492  -0.176
C: -2.7113 2.7757 4.1133  -0.182
N: -3.3618 1.8939 4.4747  0.185
H: -2.5658 4.9457 1.3466  0.098
H: -3.3703 3.2936 1.2534  0.049
H: -2.0754 3.6338 0.1901  0.069
H: -0.4548 4.0429 1.9742  0.103
H: -1.1198 2.3156 2.0879  0.113
H: -2.1002 4.7930 3.6136  0.135
H: -0.8191 3.6751 4.1998  0.061
C: -6.5834 1.5129 4.0439  -1.535
Cl: -8.2559 2.0003 4.4645  0.516
Cl: -6.2746 1.9036 2.3506  0.506
Cl: -6.3147 -0.2059 4.2493  0.569
H: -5.8096 1.9603 4.6456  -0.028
C: 1.8612 -0.5394 -6.7046  -1.524
Cl: 3.5011 -1.1756 -6.5358  0.553
Cl: 1.7186 1.2057 -6.5676  0.629
Cl: 0.8013 -1.2144 -5.5005  0.613
H: 1.5511 -0.8753 -7.6694  0.006
C: 0.8228 -4.0763 5.0850  -1.454
Cl: 2.2857 -3.0724 5.2164  0.560
Cl: -0.4148 -3.5468 6.2533  0.559
Cl: 1.1314 -5.8430 5.4461  0.475
H: 0.3640 -3.9879 4.1058  -0.044
C: 5.3359 0.7758 3.2045  -0.093
O: 6.3873 -0.2125 3.0356  -0.219
P: 6.6500 -1.0797 4.3349  0.340
O: 5.4750 -1.5796 5.0670  -0.245
O: 7.6299 -2.1994 3.7593  -0.236
C: 7.2565 -3.3184 2.9662  -0.081
O: 7.6064 -0.1848 5.2122  -0.211
C: 8.8755 0.2675 4.7692  -0.085
H: 5.3816 1.4539 2.3205  0.072
H: 5.5687 1.4790 4.0712  0.110
H: 4.3615 0.2762 3.2602  0.075
H: 7.3595 -4.2239 3.6164  0.105
H: 8.0170 -3.4044 2.2277  0.071
H: 6.2697 -3.1858 2.4764  0.101
H: 9.4559 0.6090 5.6221  0.091
H: 8.6990 1.1193 4.0793  0.098
H: 9.3154 -0.5325 4.2054  0.074
C: 3.9433 5.5405 -5.6551  -0.148
O: 3.3962 4.3116 -5.3379  -0.199
P: 2.5755 4.2928 -3.9448  0.363
O: 3.2293 5.0773 -2.9199  -0.219
O: 1.1267 4.7044 -4.3624  -0.211
C: 0.4224 5.5979 -3.4150  -0.025
O: 2.4314 2.7093 -3.6952  -0.285
C: 3.5659 1.7961 -3.6441  -0.057
H: 4.6538 5.3881 -6.4398  0.082
H: 4.4693 6.0800 -4.8941  0.076
H: 3.1683 6.2442 -6.0648  0.111
H: 1.1421 5.8318 -2.6475  0.064
H: -0.4608 5.1472 -2.9701  0.086
H: 0.1776 6.4790 -3.9663  0.087
H: 3.5954 1.3027 -4.5899  0.037
H: 3.4802 1.1459 -2.8000  0.062
H: 4.4380 2.3619 -3.3406  0.096
C: -3.2277 -4.1018 -6.2560  -0.070
O: -3.0879 -2.7879 -5.6504  -0.222
P: -2.5371 -2.6752 -4.1440  0.334
O: -2.3022 -1.3208 -3.6611  -0.206
O: -1.3923 -3.7041 -4.3639  -0.241
C: -0.5164 -3.8654 -3.2281  -0.078
O: -3.5509 -3.5347 -3.2756  -0.219
C: -4.8466 -2.9817 -3.0221  -0.080
H: -3.9970 -4.7471 -5.9162  0.076
H: -2.2209 -4.5519 -6.2514  0.094
H: -3.4598 -3.8810 -7.2915  0.087
H: -0.8802 -4.6388 -2.5595  0.079
H: -0.3660 -2.8777 -2.6965  0.085
H: 0.4669 -4.2070 -3.6157  0.102
H: -5.5508 -3.1698 -3.8345  0.092
H: -4.7434 -1.8963 -2.8957  0.074
H: -5.2663 -3.4990 -2.1716  0.082
C: -2.6842 -3.7467 0.1833  -0.083
O: -3.2423 -3.2803 1.4065  -0.220
P: -2.4769 -3.5638 2.7172  0.311
O: -1.0513 -3.2047 2.6904  -0.232
O: -2.6403 -5.1281 2.9537  -0.203
C: -3.9438 -5.6803 2.7920  -0.081
O: -3.3618 -2.8580 3.7994  -0.208
C: -3.2794 -1.4088 4.0438  -0.084
H: -2.5955 -4.8611 0.2374  0.104
H: -1.7666 -3.2890 -0.1852  0.075
H: -3.5032 -3.5873 -0.5516  0.084
H: -4.6437 -5.0642 3.2919  0.073
H: -3.9091 -6.6739 3.2282  0.096
H: -4.1602 -5.7392 1.6982  0.097
H: -2.2218 -1.1619 3.9422  0.070
H: -3.5996 -1.2763 5.0496  0.071
H: -3.8829 -0.9082 3.2999  0.033
C: 0.6747 0.4764 -2.5167  -0.073
O: 0.4803 1.0148 -1.1588  -0.198
P: -0.1157 -0.0740 -0.2205  0.397
O: 0.0890 -1.4990 -0.5356  -0.216
O: 0.3095 0.4223 1.2579  -0.252
C: 1.4880 -0.0936 1.8842  -0.095
O: -1.6605 0.3881 -0.1419  -0.233
C: -2.5823 -0.3594 0.6419  -0.103
H: 1.4925 -0.2553 -2.5068  0.094
H: 0.9718 1.3391 -3.1203  0.064
H: -0.2297 0.0309 -2.8443  0.039
H: 1.0696 -0.8780 2.5522  0.087
H: 1.9293 0.7440 2.4364  0.082
H: 2.1387 -0.5953 1.1407  0.075
H: -3.1360 0.2501 1.3377  0.068
H: -2.0515 -1.1567 1.2429  0.068
H: -3.2361 -0.9650 -0.1337  0.129

Forces on atoms 1 to 6 (eV/Å):
2.2 -0.1 -0.2
-2.4 0.6 -0.1
1.5 0.7 -0.9
-0.1 0.7 -0.6
-0.6 -0.5 0.7
0.5 0.2 -0.2

Its charge is 0. The value obtained for the total energy is -254059.566 eV. As for the HOMO energy: -10.5 eV.

***

Number 1: frontier orbital gap 5.090 eV. Number 2: frontier orbital gap 6.812 eV. Number 3: frontier orbital gap 8.425 eV. Number 4: frontier orbital gap 10.676 eV.